Computed, not measured: a cluster of 12 separate species, C48H96O24 in total in a non-equilibrium geometry, with ωB97M-V/def2-TZVPD.

The energy relative to the best compared isomer or geometry (same formula, charge and spin) comes out at 247.2 kcal per mole. The frontier orbital gap comes out at 9.53 eV. The calculation puts the lowest unoccupied orbital energy at 0.02 eV. Its HOMO energy is -9.51 eV.

Geometry as XYZ:
```
168
Properties=species:S:1:pos:R:3:mulliken_charge:R:1
H -6.18 -9.59 -6.24 0.26
H -5.17 -2.87 6.24 0.30
O -1.73 5.69 -7.18 -0.60
H 9.86 -3.28 10.78 0.23
C 2.73 -11.39 -5.65 -1.03
O 1.94 -9.57 -4.12 -0.29
C 3.89 -3.23 7.96 -1.22
O 6.08 2.20 -1.26 -0.33
H 9.61 -1.81 9.87 0.28
H -7.38 1.56 -1.28 0.28
H -7.05 3.66 -0.16 0.27
O -8.58 2.41 -2.72 -0.41
C -4.84 11.53 5.61 -0.44
C 8.17 -0.05 1.35 -0.96
H 5.60 -3.52 6.61 0.30
O 2.44 0.66 -10.89 -0.34
H -2.46 9.44 5.75 0.29
C -5.56 -10.11 -5.50 -0.62
H 1.28 6.16 -3.48 0.30
H 3.73 -2.68 8.89 0.32
C 2.90 -9.02 -3.32 0.74
C 0.83 7.07 -3.88 -1.07
C -5.06 -12.11 -6.60 -0.43
H 2.85 -9.10 -0.29 0.26
C -1.10 5.01 -6.36 0.74
H 10.02 -3.41 9.06 0.30
H -1.86 11.05 5.30 0.24
H 3.68 5.47 2.44 0.25
C 7.55 -2.81 8.52 0.72
C 0.26 6.74 -5.35 -0.32
H 1.46 7.96 -3.88 0.35
H 1.10 6.66 -6.04 0.28
O -3.67 11.02 6.33 -0.41
C -8.26 2.21 -1.34 -0.38
H -0.05 7.20 -3.24 0.30
H -3.24 9.53 3.54 0.30
C -4.03 2.67 8.17 -0.37
C 2.94 -8.29 -1.02 -0.64
H -8.26 3.84 -4.04 0.26
H -5.59 -11.95 -7.53 0.24
H 3.16 -2.95 7.21 0.36
H 8.39 -0.02 0.29 0.30
O 8.12 -3.22 9.66 -0.30
C -4.89 10.59 4.43 -0.43
O 4.64 7.17 2.59 -0.41
O 8.10 -2.17 7.61 -0.56
H 4.29 -2.94 -8.72 0.30
O 2.27 -8.68 -2.21 -0.30
H 4.11 -2.72 -6.93 0.36
H -5.68 -9.54 -4.58 0.33
H -5.34 -11.88 -4.43 0.25
H -1.64 3.94 7.45 0.26
C 6.72 0.38 1.62 -0.20
C -4.19 -10.07 -6.04 -0.37
H -4.20 -9.28 -6.79 0.26
H -3.20 3.33 -6.60 0.30
H -1.08 2.58 6.54 0.38
H -4.50 -2.48 3.97 0.26
H 2.51 -7.39 -0.59 0.22
H 3.12 -11.56 -6.65 0.33
H -3.09 11.31 3.52 0.28
O 4.12 -8.89 -3.58 -0.59
O -3.90 -11.33 -6.52 -0.37
H -4.73 1.84 8.26 0.23
C 5.54 2.25 -2.60 -0.66
O -4.18 3.34 6.96 -0.40
H 6.61 7.52 3.41 0.34
H 6.25 1.93 -3.37 0.29
H -1.93 1.60 -1.18 0.27
H -2.29 2.30 9.21 0.30
H -8.78 4.05 -0.12 0.31
H -7.80 5.48 -1.94 0.38
C 9.47 -2.89 9.84 -0.63
H -1.95 3.01 -7.82 0.28
H 2.68 6.85 2.92 0.29
H 4.01 -8.23 -1.16 0.34
C 5.79 6.81 3.40 -0.43
O -0.35 1.20 0.17 -0.33
H -6.89 -11.81 -5.44 0.31
H -6.26 -2.86 3.69 0.30
H -5.59 -5.76 5.74 0.22
H 0.69 -2.17 -1.59 0.29
H 1.91 -12.09 -5.54 0.29
C 3.30 0.55 -9.87 0.78
H -6.60 -3.80 5.64 0.21
C -3.15 3.19 6.09 -0.36
H 2.67 -2.83 -8.05 0.29
C -5.31 -3.20 4.09 -0.42
O 5.81 -0.02 -1.00 -0.57
H 5.43 3.26 -2.99 0.26
O 6.43 1.36 0.72 -0.31
H -3.53 -9.82 -5.20 0.28
H 3.13 6.31 5.21 0.22
C -3.48 10.45 4.07 -0.54
H 1.37 -9.73 -6.10 0.29
C 5.13 6.73 4.81 -0.62
H -5.42 10.98 3.56 0.30
H 8.85 0.59 1.92 0.29
C -7.73 4.39 -2.01 -0.51
H -9.16 1.83 -0.86 0.25
O 3.77 1.51 -9.31 -0.58
H 5.81 6.37 5.58 0.37
H 6.30 5.90 3.07 0.23
H -2.94 4.14 5.60 0.26
C 3.70 -2.50 -7.91 -1.11
C -8.70 3.84 -3.04 -0.40
H 2.58 2.69 -11.34 0.30
C -1.95 2.97 7.07 -0.64
C 2.25 -9.89 -5.47 -0.24
H 3.46 -11.68 -4.90 0.30
C -4.13 -5.19 4.28 -0.50
H -4.73 -13.14 -6.70 0.27
O 3.43 -0.69 -9.54 -0.27
C -2.21 2.93 -6.76 -0.59
H 1.04 2.07 -10.58 0.22
H 4.75 -0.66 -7.89 0.29
H -2.12 -3.10 -1.83 0.28
H -1.59 -1.87 -3.04 0.29
C -0.15 -0.13 0.13 0.81
H -0.46 7.46 -5.75 0.36
C 5.38 -2.98 7.53 -0.17
H -3.06 -4.99 4.28 0.28
C -4.83 -4.99 5.64 -0.45
H 3.10 -0.46 -7.50 0.33
O -4.91 -4.42 3.38 -0.40
H 5.36 -1.91 7.36 0.28
H 1.36 1.81 -12.26 0.23
C -2.76 10.44 5.41 -0.41
H 6.68 0.88 2.58 0.24
O 6.27 -3.33 8.56 -0.24
C 3.76 -1.02 -8.17 -0.22
C -0.93 1.95 -0.91 -0.55
H -4.29 3.32 9.00 0.28
H 4.72 1.53 -2.63 0.30
H -6.71 4.18 -2.33 0.22
H -0.79 -3.41 -2.91 0.34
H -2.10 1.92 -6.36 0.20
C -5.53 -3.63 5.54 -0.46
O 0.40 -0.78 1.07 -0.63
C -0.32 -2.02 -1.23 -0.26
O -0.23 5.41 -5.40 -0.22
H -2.64 1.11 7.85 0.25
H -9.69 4.29 -3.09 0.29
H 8.32 -1.07 1.69 0.31
H 3.69 -4.27 8.23 0.32
H 4.95 7.72 5.22 0.27
H -3.39 2.35 5.44 0.30
H -0.26 1.72 -1.74 0.29
H -0.41 -2.63 -0.32 0.32
C 3.88 5.93 4.52 -0.36
H -4.11 -5.12 6.44 0.33
C -7.98 3.64 -0.73 -0.55
H 3.07 -9.22 -5.75 0.32
H -5.30 9.62 4.72 0.26
C -2.62 2.14 8.18 -0.46
H -4.75 12.59 5.37 0.26
C 1.84 1.88 -11.29 -0.57
C -1.26 -2.62 -2.32 -1.06
H 6.00 -0.45 1.61 0.32
O -1.29 3.78 -6.14 -0.30
H 4.12 4.88 4.68 0.28
C -5.82 -11.59 -5.37 -0.40
C 3.61 6.33 3.11 -0.43
H -5.74 11.54 6.22 0.29
O -0.66 -0.68 -0.95 -0.29
H -4.10 -6.25 4.05 0.31
H -0.86 2.99 -0.58 0.23
C 6.11 1.07 -0.57 0.72
```

=====

Computed, not measured: a cluster of 6 separate species, C48H98Cl2N9PS2 in total in a non-equilibrium geometry, with ωB97M-V/def2-TZVPD.

The frontier orbital gap comes out at 6.35 eV. The calculation puts the lowest unoccupied orbital energy at -1.53 eV. Its HOMO energy is -7.88 eV.

Geometry as XYZ:
```
160
Properties=species:S:1:pos:R:3:mulliken_charge:R:1
H -1.04 2.23 -0.10 0.33
C -11.62 2.04 0.73 -0.96
H -11.51 2.82 3.48 0.22
H 3.35 -2.40 -6.34 0.17
H -1.55 -7.97 3.42 0.43
H 5.82 -2.61 4.28 0.07
S 0.13 -4.67 7.17 -0.13
H -7.66 2.82 -0.63 0.30
H -2.73 -4.59 -0.49 0.08
N 0.28 -3.26 0.08 -0.02
H -12.27 2.19 1.60 0.28
C -0.84 -6.22 2.55 -0.41
H 2.60 -0.02 -11.51 0.43
H 7.40 -3.00 4.95 0.49
C 1.24 -2.20 0.11 0.03
N 5.20 -0.78 6.36 0.13
H -1.99 -0.76 -2.55 0.43
H 4.88 -3.42 1.98 -0.03
H 2.11 3.62 0.13 -0.10
C 0.07 -1.75 -2.25 0.13
H -3.73 -6.98 1.70 0.20
H -2.65 3.24 -2.51 0.31
H 4.39 -0.87 9.72 0.40
H 4.06 -3.64 -7.90 0.28
C 3.38 4.17 -2.66 -1.18
C -0.17 -5.85 6.02 0.34
H -4.43 2.31 -0.17 0.25
C 1.27 -1.31 -1.24 -0.67
H 3.22 2.49 -1.27 -0.17
H -8.81 4.18 3.11 0.38
H 4.24 2.18 -2.67 0.51
H -5.20 3.23 1.11 0.08
H -11.33 4.16 0.58 0.34
H 1.71 0.08 -9.26 0.42
H -1.96 6.68 0.99 0.31
H 4.37 0.62 7.67 0.34
H -0.44 3.47 -1.15 -0.56
C 2.29 -0.81 -9.53 -0.30
H 0.90 -0.84 -7.27 0.36
N -2.01 4.07 0.08 0.35
C -2.71 6.47 0.22 -1.55
C -2.17 2.46 -1.91 -1.02
C 6.16 -1.88 6.31 -0.38
H -8.91 1.56 -0.76 0.39
C 5.65 6.11 -2.46 -1.45
C -8.10 1.94 -0.13 -1.43
C 4.01 -0.93 5.53 -0.74
C -3.07 3.59 0.96 -1.19
H 3.22 -1.36 8.51 0.22
H -3.77 -7.61 3.44 0.36
H 5.92 0.01 8.15 0.42
H 3.40 -0.02 5.61 0.36
H -11.05 1.12 0.87 0.25
H 0.07 -2.87 -2.44 0.38
C 1.24 -3.76 2.45 0.03
H -4.75 4.04 -0.39 0.28
N 3.31 5.42 -1.92 0.22
C -10.72 3.25 0.49 -0.69
C 4.38 -1.02 0.07 -0.35
H 6.10 -1.28 1.62 0.28
C -10.44 2.92 3.67 -0.96
C 2.31 -3.26 -9.15 -0.69
H 4.35 -3.58 0.21 0.22
H 6.54 6.57 -2.01 0.43
C -8.57 2.29 1.27 -0.34
H 5.97 5.15 -2.88 0.29
C 2.21 5.51 -0.96 -0.79
H -3.67 6.29 0.72 0.31
C 4.57 5.94 -1.40 -0.27
H 3.29 4.77 0.80 0.36
S -0.67 -5.91 -1.78 -0.42
H -7.69 2.56 1.85 0.43
H -2.73 -5.24 4.30 0.14
H -12.28 1.90 -0.13 0.37
H -10.36 4.80 2.64 0.36
H 1.22 -1.12 -11.39 0.33
H -1.38 5.61 -1.18 0.43
C -3.22 -6.88 2.73 -0.61
H -2.47 -6.92 0.03 0.13
H -2.72 2.70 1.49 0.35
C 3.81 -3.45 -8.95 -0.95
H 6.46 -1.79 -0.20 0.38
H 4.96 5.31 -0.59 0.24
H 4.33 -0.94 4.48 -0.02
H -10.34 3.31 4.69 0.39
H 2.10 6.56 -0.67 0.32
C 3.12 -2.14 5.77 -0.38
C 2.80 -1.47 -6.54 -0.71
H 4.74 -2.25 8.70 0.27
H 4.14 -4.33 -9.51 0.37
H -1.98 -2.31 -1.58 -0.02
H 1.77 -4.04 -8.59 0.32
H 5.76 -2.79 6.78 0.23
C 5.71 -1.77 0.67 -0.52
N -1.79 -7.34 2.63 -0.32
Cl 0.27 -0.97 -3.93 -0.20
N 0.08 -6.71 5.05 -0.51
H 1.27 5.26 -1.47 0.38
H -3.06 5.15 -1.42 0.24
H 2.77 0.26 1.16 0.28
H -10.40 3.24 -0.56 0.37
H 2.07 -3.47 -10.20 0.38
Cl 1.05 0.48 -0.94 0.11
C 2.19 -1.98 1.32 0.25
H 3.33 -0.60 -9.22 0.25
H 2.88 -1.75 -11.41 0.30
H 1.76 -4.53 4.65 0.39
H -4.49 -5.31 3.78 0.36
H -9.99 1.92 3.66 0.27
H 3.88 -0.75 2.22 -0.58
H -1.50 1.91 -2.57 0.36
H 2.23 -1.49 -1.86 0.33
H 5.32 6.75 -3.27 0.33
C 6.64 -2.22 4.90 -1.23
N 2.23 -2.72 2.55 0.07
H 4.85 3.18 -1.35 0.30
C 3.95 2.95 -1.94 -0.35
H 7.05 -1.60 6.89 0.48
H -3.23 4.33 1.75 0.46
H -1.41 -0.80 -0.72 0.20
H 2.39 3.91 -3.05 0.36
C -0.71 -5.29 1.32 0.41
H 7.07 -1.35 4.41 0.30
H -2.93 1.76 -1.56 0.17
C 4.96 -0.30 7.72 -0.69
H 3.98 4.33 -3.56 0.37
C 1.56 -1.71 -7.38 -0.69
H 6.09 -4.07 0.63 0.37
H 0.99 -2.54 -6.94 0.31
H -7.34 1.17 -0.09 0.39
H 4.39 6.93 -0.97 0.47
C 0.29 -4.07 1.27 -0.12
H 4.39 -2.60 -9.30 0.24
H 3.69 -3.06 5.91 0.33
H 3.49 -0.75 -6.99 0.28
C 5.25 -3.32 0.89 -0.66
C 3.28 -0.78 1.23 0.26
H 4.03 -1.68 -0.79 0.24
C 2.24 -0.94 -11.04 -1.42
H 4.71 0.04 -0.27 -0.02
C -1.39 -1.32 -1.73 -0.85
H 2.47 -2.00 6.64 0.23
P -1.81 -5.64 -0.19 0.13
C 2.31 4.68 0.32 -0.77
C -4.43 3.28 0.32 -0.35
C 0.09 -5.90 3.80 0.40
C -9.77 3.87 2.69 -0.69
C -3.40 -5.41 3.38 -0.64
H -3.26 -4.58 2.60 0.20
C 4.29 -1.26 8.71 -0.95
H -8.98 1.38 1.74 0.22
N -9.53 3.39 1.33 0.09
H 2.46 -2.29 4.91 0.09
C -2.29 5.30 -0.66 -0.22
H -2.83 7.37 -0.39 0.45
H 1.56 5.02 1.04 0.46
C 1.10 -4.71 3.72 -0.57
C -1.37 3.05 -0.74 0.28
N 1.74 -1.96 -8.81 0.15
H 2.51 -1.06 -5.56 0.21
```